# 1
This record from OMol25 describes C26H32N4OOsS2 as an isolated structure. The level of theory is ωB97M-V/def2-TZVPD.

Computed properties:
Calculated total energy (a.u.): -2190.697196
⟨S²⟩: 6.032
Kohn-Sham gap (spin up / spin down) (eV): 7.72 / 4.99
Net charge: +2
Multiplicity: 5

```
66
Properties=species:S:1:pos:R:3:forces:R:3:lowdin_spin:R:1
Os -0.9237 0.3819 0.7365 1.0793 0.2539 -0.0316 2.285
C -3.6564 -0.9584 0.4404 -0.1169 -0.0436 -0.0711 0.009
N -2.9526 0.0540 1.2883 -0.1641 -0.1417 -0.3335 0.025
C -2.8226 -0.4371 2.6930 0.0906 -0.0312 0.1834 0.030
C -1.8894 -1.6336 2.7531 -0.1593 -0.0382 0.0464 0.009
N -0.5700 -1.3520 2.0807 -0.2653 0.0710 -0.0005 0.039
C 0.4223 -0.9218 3.0990 0.1851 0.1330 0.1491 0.026
C -0.1035 -2.5553 1.3725 0.0078 -0.0651 0.1547 0.044
C 0.2584 -3.6837 2.0987 -0.0889 0.3301 0.0500 0.000
C 0.6645 -4.8351 1.4460 0.0086 -0.0243 -0.1202 0.052
C 0.7014 -4.8627 0.0586 0.0144 -0.0573 -0.0623 -0.006
C 0.3264 -3.7477 -0.6671 0.0050 -0.0741 -0.2020 0.052
C -0.0827 -2.5776 -0.0230 -0.1328 0.2561 -0.1660 0.056
S -0.5972 -1.2074 -1.0179 -0.0501 -0.3627 0.4414 0.620
C -3.7323 1.3083 1.2114 -0.0633 -0.0344 0.1626 0.040
C -4.9808 1.4001 1.8086 0.1565 -0.0861 -0.0105 0.001
C -5.7255 2.5615 1.6710 0.0093 0.0269 -0.0195 0.038
C -5.2299 3.6221 0.9255 -0.0178 0.0297 -0.0033 -0.003
C -3.9885 3.5276 0.3225 0.0940 0.1174 -0.1050 0.034
C -3.2286 2.3694 0.4647 0.0109 -0.0123 0.0394 0.057
S -1.6281 2.2614 -0.2786 -0.4789 -0.0935 0.1570 0.429
H -4.6378 -1.1679 0.8681 0.0049 -0.0150 -0.0327 -0.001
H -3.0719 -1.8711 0.3716 -0.0168 -0.0066 0.0310 0.003
H -3.7719 -0.5441 -0.5572 -0.0236 0.0074 -0.0140 0.001
H -3.7967 -0.7235 3.0966 0.0298 0.0086 -0.0408 0.003
H -2.4471 0.3955 3.2895 0.0012 0.0221 0.0399 0.009
H -2.3338 -2.5001 2.2699 -0.0101 0.0239 -0.0317 0.000
H -1.7197 -1.9029 3.7977 0.0069 -0.0104 -0.0339 0.000
H 0.5428 -1.6734 3.8793 -0.0244 -0.0118 -0.0437 0.003
H 0.0782 0.0026 3.5659 0.0188 -0.0118 -0.0038 0.007
H 1.3823 -0.7568 2.6162 0.0072 0.0253 0.0150 0.001
H 0.2167 -3.6759 3.1804 0.0089 0.0009 -0.0013 0.000
H 0.9430 -5.7088 2.0188 0.0026 0.0077 0.0033 0.003
H 1.0123 -5.7603 -0.4588 0.0000 0.0264 -0.0020 -0.001
H 0.3324 -3.7733 -1.7489 0.0297 -0.0018 -0.0085 0.003
H -5.3894 0.5736 2.3755 0.0041 0.0033 0.0018 0.000
H -6.6965 2.6327 2.1413 0.0039 -0.0034 -0.0038 0.002
H -5.8134 4.5260 0.8148 0.0204 -0.0092 -0.0088 -0.001
H -3.5947 4.3524 -0.2569 -0.0141 0.0111 -0.0011 0.001
C 4.3530 -0.9290 -3.9974 0.1748 0.5855 -0.4058 0.000
C 4.3476 0.6104 -4.0475 0.2756 -0.6259 0.4704 0.000
N 3.5163 1.1660 -3.0008 0.2136 0.1735 3.5029 0.000
C 2.2543 1.7735 -3.3484 0.0986 -0.6352 -0.7302 0.000
C 1.2441 0.7364 -3.8643 -0.0374 0.7013 0.2017 0.003
C 4.0367 1.1347 -1.6521 -1.0151 0.2564 -4.4306 0.000
O 5.1848 0.8350 -1.4993 0.9108 -0.3306 1.2083 0.000
C 3.1250 1.5047 -0.5352 0.1641 -0.0048 0.2400 -0.001
C 3.5831 2.3753 0.4511 -0.2270 -0.2214 -0.1938 0.017
C 2.7426 2.6454 1.5151 -0.3989 -0.1108 0.1822 0.002
C 1.5055 2.0242 1.5679 0.1728 0.4110 0.3710 0.029
N 1.0853 1.1535 0.6364 -0.5830 -0.2206 0.2103 0.034
C 1.8873 0.9060 -0.4001 0.3236 -0.3106 -0.4077 0.022
H 4.9762 -1.2765 -4.8184 0.0280 -0.2422 -0.0039 0.000
H 3.3496 -1.3302 -4.1282 -0.0480 -0.0358 0.0141 0.000
H 4.7804 -1.2860 -3.0630 -0.0106 0.0240 0.0295 0.000
H 3.9626 0.9737 -4.9974 0.0863 0.0375 -0.0763 0.000
H 5.3648 0.9744 -3.8873 -0.0477 0.0195 -0.2557 0.000
H 2.4720 2.4892 -4.1500 -0.2976 0.1340 0.1698 0.000
H 1.8688 2.3140 -2.4909 -0.1046 0.1834 -0.0353 0.000
H 1.5691 0.3003 -4.8076 0.0016 -0.0619 0.0641 0.000
H 0.3041 1.2562 -4.0326 -0.2456 -0.1055 -0.1660 0.000
H 1.0744 -0.0581 -3.1353 0.0681 -0.0606 -0.1015 0.004
H 4.5645 2.8263 0.3780 0.0102 -0.0658 -0.0662 0.001
H 3.0313 3.3289 2.3004 -0.0385 -0.0026 0.0264 0.000
H 0.8152 2.2308 2.3745 0.0060 0.0308 0.0396 0.011
H 1.5053 0.1826 -1.1150 0.3465 0.2568 0.0196 0.010
```
Positions in Å, forces in eV/Å.


# 2
This record from OMol25 describes C26H32N7O2S4Y as an isolated structure. The level of theory is ωB97M-V/def2-TZVPD.

Computed properties:
Calculated total energy (a.u.): -3174.932525
Kohn-Sham gap (eV): 6.00

```
72
Properties=species:S:1:pos:R:3:forces:R:3:mulliken_charge:R:1
Y 0.1381 -0.8831 0.1336 -0.2137 -0.2781 0.1129 0.748
C -0.4388 2.9131 -0.9851 0.0211 -0.0781 0.0729 -1.629
N -0.2582 1.5901 -1.5897 0.0167 -0.1200 -0.1429 1.792
C -1.5455 1.0632 -2.0886 -0.1693 -0.0302 0.0038 -0.870
C -2.6781 1.0759 -1.0666 0.2781 0.0171 -0.2166 -1.304
N -2.4250 0.3414 0.2038 0.2166 -0.2354 0.1670 2.129
C -2.4630 1.2410 1.3707 -0.0878 0.0653 -0.0009 -1.420
C -3.4051 -0.7314 0.3498 -0.0932 -0.2218 0.0647 -0.720
C -4.6247 -0.5019 0.9811 0.0053 0.1016 0.0621 -0.379
C -5.5609 -1.5123 1.1250 -0.0221 0.0012 0.0410 -0.769
C -5.2888 -2.7731 0.6142 -0.0447 -0.0159 -0.0300 -0.635
C -4.1008 -3.0009 -0.0516 -0.0313 0.0865 0.0581 -0.637
C -3.1464 -1.9898 -0.2089 0.1350 -0.0670 0.0328 0.882
S -1.7139 -2.3298 -1.1552 0.1635 0.1925 -0.4594 -0.466
C 0.6745 1.6381 -2.6999 0.2114 0.0256 -0.0875 -0.825
C 0.8574 2.8177 -3.4217 -0.0772 0.0823 0.0150 -0.344
C 1.7653 2.9147 -4.4624 0.0030 0.0425 -0.0386 -1.001
C 2.5026 1.8005 -4.8280 0.0190 -0.0237 0.0090 -0.668
C 2.3227 0.6176 -4.1372 -0.0881 0.0675 -0.0235 -0.655
C 1.4220 0.5080 -3.0684 0.0797 -0.1370 0.0254 0.590
S 1.3507 -1.0568 -2.2731 0.2019 0.0027 -0.0163 -0.347
H -1.0544 3.5778 -1.6033 0.0007 0.0102 0.0037 0.502
H 0.5314 3.3799 -0.8275 -0.0063 0.0156 -0.0115 0.575
H -0.9248 2.8167 -0.0205 0.0064 0.0225 -0.0194 -0.003
H -1.3834 0.0428 -2.4356 0.0188 0.0252 -0.0301 0.323
H -1.8848 1.6636 -2.9474 0.0096 0.0299 0.0334 0.561
H -3.5308 0.6230 -1.5731 -0.0471 0.0100 0.0563 0.418
H -2.9533 2.1081 -0.8320 -0.0515 -0.0283 0.0456 0.530
H -3.3146 1.9299 1.3407 0.0207 0.0183 -0.0411 0.552
H -1.5519 1.8335 1.4315 -0.0050 -0.0229 -0.0202 -0.048
H -2.5268 0.6436 2.2756 0.0047 0.0115 0.0208 0.247
H -4.8690 0.4837 1.3573 0.0626 -0.0133 0.0562 0.355
H -6.4953 -1.3119 1.6338 0.0002 0.0065 -0.0179 0.395
H -6.0121 -3.5716 0.7238 0.0253 -0.0145 0.0113 0.387
H -3.8779 -3.9727 -0.4709 -0.0031 -0.0128 0.0200 0.417
H 0.2778 3.6967 -3.1776 0.0117 -0.0004 0.0491 0.349
H 1.8902 3.8576 -4.9787 -0.0267 -0.0136 -0.0246 0.415
H 3.2104 1.8492 -5.6458 0.0067 0.0048 0.0100 0.390
H 2.8802 -0.2690 -4.4118 0.0138 0.0135 -0.0052 0.468
C -3.4741 -1.4388 4.5912 0.1727 -0.2274 -0.1739 -0.672
S -2.7463 -2.8536 3.7205 -0.0303 0.0431 0.0174 -0.025
C -1.3609 -2.1455 2.9205 0.4988 0.0774 0.2534 0.371
S -0.4735 -3.1523 1.8857 -0.0806 0.1938 -0.2207 -0.343
N -1.0213 -0.9243 3.2868 -0.7820 0.2403 0.5635 -1.332
N -0.1169 -0.3040 2.5238 0.5738 -0.0677 -0.3044 1.176
C 0.6257 0.5922 3.0652 -0.2876 -0.3335 0.1843 -1.262
C 1.5654 1.3271 2.2433 0.4181 0.3369 -0.2219 1.026
C 2.4705 2.2138 2.8259 -0.1209 -0.1183 0.0943 -1.048
C 3.3829 2.8754 2.0280 -0.0217 0.0250 -0.1562 -0.480
C 3.3639 2.6436 0.6614 0.0149 0.0677 0.1354 -1.211
C 2.4284 1.7563 0.1591 0.0549 0.0132 -0.0902 -0.349
N 1.5451 1.1119 0.9147 -0.0301 -0.0458 0.2238 1.039
H -4.1472 -1.8463 5.3428 -0.0054 -0.0185 -0.0056 0.409
H -4.0349 -0.8375 3.8808 -0.0198 0.1202 0.0243 0.072
H -2.6842 -0.8575 5.0567 -0.0533 0.0338 0.0446 0.248
H 0.5946 0.7772 4.1356 -0.1111 0.0054 0.0063 0.297
H 2.4568 2.3624 3.8975 -0.0252 -0.0110 -0.0034 0.484
H 4.0931 3.5662 2.4632 0.0115 -0.0121 0.0064 0.421
H 4.0560 3.1379 -0.0053 -0.0131 -0.0154 -0.0242 0.520
H 2.3806 1.5641 -0.9037 -0.0349 -0.0673 -0.0504 0.526
C 4.1951 -4.5945 -0.6021 0.0677 -0.0982 -0.0521 -0.878
O 3.2377 -3.7914 0.0779 -0.1394 -0.1143 -0.1327 -0.276
C 3.3047 -2.4617 0.0444 0.0638 0.0768 0.3993 0.266
O 2.4525 -1.8276 0.6478 -0.2492 0.3567 -0.2669 -0.358
N 4.3827 -1.9356 -0.5943 -0.0744 -0.2180 0.0138 -0.042
N 4.4653 -0.5443 -0.7328 -0.3099 0.1489 -0.0574 -0.437
H 3.9637 -5.6183 -0.3265 0.0079 0.0032 -0.0064 0.236
H 5.2140 -4.3559 -0.2922 -0.0276 0.0000 0.0571 0.368
H 4.0959 -4.4918 -1.6857 -0.0334 0.0176 0.0059 0.334
H 4.7663 -2.4895 -1.3447 -0.0488 -0.0240 -0.0308 0.266
H 3.8115 -0.2641 -1.4637 0.0205 0.0531 -0.0690 0.091
H 5.4119 -0.3168 -1.0022 0.0289 0.0189 0.0510 0.260
```
Positions in Å, forces in eV/Å.